# 1
17
Properties=species:S:1:pos:R:3 method="wB97M-V/def2-TZVPD" e_lumo_ha=0.026 smiles=CCO.NCO total_charge=0 e_homo_ev=-9.9 molar_mass_g_mol=93.1 fmax_ev_per_a=2.5 orbital_gap_ev=10.57 e_above_lowest_kj_mol=103.5 e_tot_ha=-326.09204
C 0.6675 -2.8822 0.9422
C -0.7664 -3.3419 0.7984
O -1.2376 -3.8704 2.0377
H 1.1541 -2.3659 0.0729
H 1.1483 -3.7751 1.3343
H 0.7966 -2.1203 1.7881
H -1.4768 -2.4872 0.5821
H -0.8658 -4.1370 0.0101
H -2.0161 -4.3593 1.7554
N 0.0495 4.0560 -2.1167
C 0.4324 4.0317 -0.7194
O 0.3029 2.7919 -0.0858
H 0.7746 3.5989 -2.6593
H -0.7987 3.5560 -2.3352
H -0.3667 4.6113 -0.2031
H 1.4108 4.5458 -0.5857
H 0.7915 2.1477 -0.6160

***

# 2
123
Properties=species:S:1:pos:R:3 method="wB97M-V/def2-TZVPD" e_lumo_ha=-0.110 total_charge=+1 e_homo_ev=-11.8 molar_mass_g_mol=931.5 fmax_ev_per_a=4.4 orbital_gap_ev=8.85 e_tot_ha=-4287.17722
C -2.9084 -3.3484 -0.2044
C -1.3551 -3.7020 -0.6833
B -1.2356 -3.9000 -2.3449
O -2.3060 -4.5675 -3.1103
C 0.1086 -3.3525 -3.1887
Cl 1.4707 -3.6769 -1.9163
O 0.3695 -4.3334 -4.2471
C 1.1092 -3.7796 -5.3854
O 1.7160 -4.8103 -6.2847
C 2.0537 -2.4884 -5.0685
C 3.5265 -2.7266 -4.4409
Cl 4.7240 -1.6181 -5.4030
C 4.1790 -4.2121 -4.4868
C 5.3300 -4.3804 -3.2900
N 1.3015 -1.3788 -4.2955
N 1.3538 -0.2844 -5.1020
C -0.0070 -1.7873 -3.6831
C -1.3371 -1.6388 -4.6246
C -2.7181 -1.1231 -3.9609
N -3.0212 0.3541 -4.0688
P -0.2922 -0.5764 -2.1805
C -0.2305 1.2606 -2.7234
O 1.0170 -0.6518 -1.0240
H -3.2021 -4.0672 0.6833
H -3.0063 -2.2451 0.2110
H -3.6655 -3.4310 -1.1242
H -0.6923 -2.8163 -0.2821
H -1.0051 -4.6671 -0.1081
H -2.0374 -5.5286 -3.2226
H 0.2557 -3.3392 -6.1044
H 1.5436 -5.7302 -5.9198
H 2.2652 -2.0430 -6.1615
H 3.6714 -2.3631 -3.3119
H 4.7570 -4.3239 -5.5181
H 3.4083 -5.1053 -4.3238
H 4.8106 -5.0179 -2.4493
H 6.2365 -5.0422 -3.6871
H 5.6748 -3.3377 -2.8801
H 1.9141 -1.1316 -3.4569
H 2.2399 0.2865 -4.9909
H 0.5203 0.3014 -5.1843
H -1.1683 -0.9812 -5.6083
H -1.5550 -2.7273 -5.0687
H -3.5972 -1.6560 -4.5742
H -2.9235 -1.4713 -2.8409
H -2.4956 0.8302 -4.8322
H -2.9538 0.8472 -3.1524
H -0.6565 1.4816 -3.7879
H 0.8827 1.6842 -2.6365
H -0.8440 1.8751 -1.9065
H 1.7494 -0.0915 -1.4478
C 3.1791 5.4510 -1.2267
O 4.3438 5.2686 -2.0295
C 4.4110 4.0639 -2.6503
O 3.5831 3.1697 -2.5722
O 5.5589 4.0264 -3.3729
C 5.7643 2.8080 -4.0852
H 3.2300 6.4471 -0.7787
H 2.2744 5.3955 -1.8408
H 3.1468 4.7118 -0.4197
H 4.9630 2.6467 -4.8136
H 5.8354 1.9631 -3.3926
H 6.7105 2.8887 -4.6273
C -4.0222 3.0256 3.3392
O -2.8575 2.8432 2.5364
C -2.7903 1.6385 1.9156
O -3.6182 0.7443 1.9937
O -1.6424 1.6010 1.1930
C -1.4371 0.3826 0.4806
H -3.9714 4.0218 3.7872
H -4.9269 2.9701 2.7251
H -4.0545 2.2864 4.1462
H -2.2383 0.2214 -0.2477
H -1.3659 -0.4623 1.1733
H -0.4908 0.4633 -0.0614
C -2.7342 3.1949 7.5383
O -3.6484 3.2945 8.6285
C -4.9517 3.1516 8.2790
O -5.3741 2.9534 7.1506
O -5.7038 3.2676 9.4025
C -7.1073 3.1375 9.1852
H -1.7225 3.3243 7.9326
H -2.7975 2.2071 7.0704
H -2.9212 3.9853 6.8042
H -7.3456 2.1475 8.7831
H -7.4692 3.9256 8.5169
H -7.6103 3.2470 10.1499
C 0.8438 -6.5973 -8.2746
O 0.8574 -7.7969 -9.0460
C 1.4914 -8.8375 -8.4488
O 2.0246 -8.8176 -7.3505
O 1.4295 -9.9040 -9.2855
C 2.0609 -11.0805 -8.7842
H 0.3119 -5.8329 -8.8477
H 0.3119 -6.7516 -7.3301
H 1.8638 -6.2436 -8.0927
H 1.5778 -11.4141 -7.8602
H 3.1296 -10.9061 -8.6227
H 1.9507 -11.8688 -9.5339
C 6.6340 6.8299 -0.9026
O 6.7262 7.3414 0.4256
C 7.5319 6.6215 1.2465
O 8.1524 5.6153 0.9405
O 7.5273 7.2148 2.4668
C 8.3387 6.5605 3.4404
H 5.9651 7.4824 -1.4704
H 7.6153 6.8367 -1.3879
H 6.2094 5.8208 -0.8991
H 9.3881 6.5565 3.1288
H 7.9822 5.5407 3.6176
H 8.2601 7.1197 4.3767
C -5.3985 3.0945 13.5252
O -6.3127 3.1941 14.6155
C -7.6161 3.0512 14.2660
O -8.0384 2.8529 13.1375
O -8.3681 3.1672 15.3895
C -9.7717 3.0370 15.1721
H -4.3869 3.2238 13.9196
H -5.4619 2.1067 13.0573
H -5.5855 3.8848 12.7911
H -10.0100 2.0471 14.7700
H -10.1336 3.8251 14.5038
H -10.2747 3.1465 16.1368

***

# 3
9
Properties=species:S:1:pos:R:3 method="wB97M-V/def2-TZVPD" e_lumo_ha="-0.087 / -0.087" total_charge=0 e_homo_ev="-10.8 / -10.8" molar_mass_g_mol=118.1 fmax_ev_per_a=5.3 orbital_gap_ev="8.41 / 8.41" e_above_lowest_kj_mol=460.0 e_tot_ha=-663.82334
C 0.5681 1.8996 -0.0914
N 1.2371 2.7946 -0.3604
N 0.9749 -1.0506 -0.0930
O 1.0854 -2.1383 0.4167
O 1.6219 -0.6491 -1.0219
O -1.9124 -0.6871 -1.0041
Si -0.1460 0.3082 0.5790
H -2.6423 -0.8407 -0.4652
H -0.7869 0.3633 2.0402

***

# 4
19
Properties=species:S:1:pos:R:3 method="wB97M-V/def2-TZVPD" e_lumo_ha="0.126 / 0.102" total_charge=-1 e_homo_ev="-2.6 / -2.6" molar_mass_g_mol=174.0 s_squared=8.758 spin_multiplicity=6 fmax_ev_per_a=3.3 orbital_gap_ev="6.08 / 5.36" e_tot_ha=-1685.65040
O 3.0524 0.0878 -1.1727
C 2.6174 0.1123 0.1192
C 1.7870 -1.1704 0.3129
O 0.4295 -0.9323 0.6629
C -0.5991 -1.2436 -0.3792
C -1.8498 -0.5033 -0.1450
O -1.4518 0.9172 -0.0045
C -2.4120 1.8565 -0.4146
Fe -0.0474 0.8761 1.4114
H 2.6075 1.2372 0.2098
H 2.9663 0.1999 1.1935
H 2.2334 -1.7634 1.1276
H 1.8149 -1.8929 -0.5191
H -0.7738 -2.3292 -0.3399
H -0.1146 -0.9878 -1.3344
H -2.2761 -0.7893 0.8389
H -1.9964 2.8618 -0.2601
H -2.6487 1.7106 -1.4794
H -3.3386 1.7527 0.1727

***

# 5
13
Properties=species:S:1:pos:R:3 method="wB97M-V/def2-TZVPD" e_lumo_ha=0.039 smiles="C[C@H]1CN=CO1" total_charge=0 e_homo_ev=-9.9 molar_mass_g_mol=85.1 fmax_ev_per_a=1.7 orbital_gap_ev=10.97 e_above_lowest_kj_mol=157.4 e_tot_ha=-286.57169
C 1.6345 0.2808 0.0809
C 0.2027 0.1908 -0.4841
C -0.4185 -0.9569 0.2474
N -1.9477 -0.7245 0.1585
C -1.9939 0.5322 -0.0255
O -0.7533 1.2385 -0.2051
H 2.2397 0.9176 -0.5521
H 1.6278 0.6528 1.1102
H 2.1424 -0.7090 0.1098
H 0.2513 0.0511 -1.5819
H 0.0485 -1.8954 -0.1015
H -0.1891 -0.8116 1.3141
H -2.8444 1.2335 -0.0706

***

# 6
14
Properties=species:S:1:pos:R:3 method="wB97M-V/def2-TZVPD" e_lumo_ha="-0.169 / -0.169" total_charge=+1 e_homo_ev="-13.0 / -13.0" molar_mass_g_mol=122.2 fmax_ev_per_a=4.9 orbital_gap_ev="8.39 / 8.39" e_above_lowest_kj_mol=327.0 e_tot_ha=-969.84772
C 1.6299 -0.4578 -0.0498
C -1.7274 0.7119 0.8179
C -0.6454 -0.1171 -1.2077
N -1.3309 -0.3290 -0.1791
S 2.9142 -1.4850 0.1035
S 1.6658 1.1649 0.4420
H -1.3190 1.6252 0.4132
H -2.7891 0.7832 0.9569
H -1.3465 0.6437 1.7512
H -0.6489 -0.9412 -1.9234
H -0.3511 0.7930 -1.6111
H 2.1334 -2.5073 -0.4929
H -1.1834 -1.1769 0.2082
H 2.9983 1.2924 0.7711

***

Repeat the first record exactly.
17
Properties=species:S:1:pos:R:3 method="wB97M-V/def2-TZVPD" e_lumo_ha=0.026 smiles=CCO.NCO total_charge=0 e_homo_ev=-9.9 molar_mass_g_mol=93.1 fmax_ev_per_a=2.5 orbital_gap_ev=10.57 e_above_lowest_kj_mol=103.5 e_tot_ha=-326.09204
C 0.6675 -2.8822 0.9422
C -0.7664 -3.3419 0.7984
O -1.2376 -3.8704 2.0377
H 1.1541 -2.3659 0.0729
H 1.1483 -3.7751 1.3343
H 0.7966 -2.1203 1.7881
H -1.4768 -2.4872 0.5821
H -0.8658 -4.1370 0.0101
H -2.0161 -4.3593 1.7554
N 0.0495 4.0560 -2.1167
C 0.4324 4.0317 -0.7194
O 0.3029 2.7919 -0.0858
H 0.7746 3.5989 -2.6593
H -0.7987 3.5560 -2.3352
H -0.3667 4.6113 -0.2031
H 1.4108 4.5458 -0.5857
H 0.7915 2.1477 -0.6160